78
Properties=species:S:1:pos:R:3:forces:R:3:lowdin_charge:R:1 method="wB97M-V/def2-TZVPD" molar_mass_g_mol=645.567 s2=0.762 max_force_ev_per_a=2.16 spin_multiplicity=2 gap_ev="4.3 / 4.2" total_charge=-1 e_lumo_ev="2.3748 / 2.4528"
Fe -0.585568 -1.419256 0.763978 1.19 1.19 -1.36 0.210
N 0.361832 -1.362856 3.288278 -0.41 -0.09 0.07 0.027
C 1.765532 -1.736656 3.315278 0.26 0.29 -0.13 -0.269
C 2.543932 -0.935756 2.270178 0.12 -0.32 0.12 -0.273
N 1.993932 -1.193456 0.954878 0.03 -0.04 0.24 0.014
H 0.221832 -0.458756 3.727478 -0.07 -0.06 0.01 0.062
H -0.194768 -2.057656 3.771478 -0.09 0.11 0.00 0.079
H 1.826532 -2.797156 3.063278 0.04 -0.04 0.02 0.084
H 2.242932 -1.585156 4.300978 -0.10 -0.10 -0.18 0.105
H 3.616232 -1.193256 2.357678 -0.12 0.13 0.11 0.101
H 2.422132 0.130044 2.474078 0.10 -0.03 0.09 0.088
H 2.177732 -2.141856 0.648278 -0.09 0.09 -0.12 0.073
H 2.345032 -0.548156 0.259478 -0.25 -0.09 -0.09 0.066
C 2.646332 2.456744 -2.062322 0.29 -0.21 -0.33 -0.074
O 1.747632 2.974844 -1.117022 -0.52 0.85 0.16 -0.109
C 0.985732 4.061044 -1.496122 -0.02 -0.52 0.38 -0.213
C 1.466332 5.096244 -2.273922 -0.13 0.48 -0.28 -0.018
C 0.671932 6.215444 -2.543322 0.16 -0.48 0.19 -0.094
C -0.607068 6.288244 -2.015322 0.22 0.39 -0.18 -0.112
C -1.100968 5.261944 -1.240422 0.38 -0.75 0.23 -0.018
C -0.322968 4.121644 -0.975422 0.00 0.44 -0.20 -0.166
N -0.826468 3.110344 -0.157922 -0.07 0.53 0.22 0.139
C -0.620268 1.746244 -0.278922 -0.41 -1.22 0.64 -0.351
N -0.502768 1.302944 -1.543722 -0.42 0.84 -0.12 0.165
C -0.264268 0.029344 -2.080622 0.55 -0.90 -0.38 -0.212
C 0.031232 -1.094556 -1.310122 -1.13 -0.40 1.41 -0.168
C 0.248332 -2.289056 -2.003422 0.17 0.22 -0.47 -0.180
C 0.146332 -2.380956 -3.379222 0.13 -0.21 0.05 -0.125
C -0.146068 -1.250156 -4.131322 -0.06 0.17 -0.35 -0.066
C -0.329268 -0.040256 -3.487722 0.10 0.23 0.27 -0.217
O -0.575268 1.167044 -4.145422 0.08 -0.28 0.41 -0.127
C -0.822068 1.134544 -5.522322 -0.03 0.06 -0.22 -0.113
N -0.699268 0.977944 0.773278 0.16 -0.42 -0.85 0.117
C -0.417968 1.541444 2.013678 0.21 0.32 0.25 -0.229
C 0.830432 2.173144 2.168778 -0.36 -0.14 0.12 -0.053
C 1.258932 2.678244 3.374478 0.18 0.17 0.14 -0.118
C 0.439832 2.583944 4.488678 -0.22 -0.06 -0.03 -0.114
C -0.809168 1.995744 4.359878 0.25 0.15 0.10 -0.034
C -1.259268 1.475644 3.147678 -0.45 -0.09 -0.20 -0.239
O -2.540168 0.994944 3.197378 0.82 0.64 0.45 -0.083
C -3.034668 0.164944 2.170378 -0.42 -0.62 -0.42 -0.114
H 3.028532 1.533344 -1.629922 0.01 0.01 -0.09 0.092
H 3.486732 3.132944 -2.259422 -0.05 -0.03 0.06 0.081
H 2.139132 2.228444 -3.005122 -0.01 -0.02 0.04 0.101
H 2.478232 5.068044 -2.649522 0.06 -0.09 -0.04 0.105
H 1.070432 7.020844 -3.142922 0.00 0.03 -0.05 0.094
H -1.216568 7.159744 -2.207022 -0.07 0.04 -0.01 0.096
H -2.094868 5.318344 -0.822022 -0.12 -0.08 0.01 0.112
H -1.243968 3.399244 0.717878 0.12 -0.12 -0.21 0.157
H -0.667668 1.999944 -2.257522 -0.11 -0.03 0.12 0.134
H 0.480332 -3.187256 -1.439822 -0.05 -0.13 0.06 0.068
H 0.280832 -3.333056 -3.879522 -0.01 -0.04 -0.08 0.085
H -0.236568 -1.331556 -5.206622 0.01 0.07 -0.01 0.089
H -1.023968 2.169244 -5.800622 -0.01 -0.08 -0.12 0.086
H -1.691568 0.515844 -5.773122 0.05 0.01 0.08 0.096
H 0.042932 0.769744 -6.091922 -0.04 0.02 0.08 0.087
H 1.452832 2.250844 1.288878 0.08 -0.06 -0.08 0.108
H 2.227332 3.152844 3.442278 0.11 0.04 0.03 0.094
H 0.757332 2.982844 5.440578 0.01 0.02 0.11 0.089
H -1.483568 1.952544 5.203378 -0.07 -0.09 0.03 0.112
H -4.079968 -0.024856 2.410378 0.11 -0.03 0.02 0.078
H -2.485968 -0.795056 2.138778 -0.25 0.36 -0.09 0.059
H -2.978268 0.635644 1.188278 0.00 -0.15 0.11 0.076
S -2.903668 -1.970956 -0.623822 1.35 -0.20 -0.31 0.573
C -4.353268 -1.685056 0.066678 -0.73 -0.10 0.16 -1.016
N -5.403868 -1.489156 0.520278 -0.57 0.17 0.38 -0.023
O -0.294768 -3.488156 1.442578 0.37 -1.50 -0.32 -0.165
N -0.231568 -4.747656 1.065778 0.19 0.71 0.64 -0.168
C 0.867732 -5.492256 1.432678 -0.62 0.92 -0.18 -0.025
C 0.953032 -6.817656 1.131478 -0.38 -0.90 -0.47 -0.083
C -0.079068 -7.457356 0.435178 -0.44 0.97 0.07 -0.078
C -1.198368 -6.672556 0.076278 1.03 -1.35 0.11 -0.055
C -1.255368 -5.351056 0.392278 0.15 1.01 0.16 -0.012
H 1.627732 -4.941156 1.963178 -0.07 0.08 0.01 0.117
H 1.829232 -7.370156 1.440078 0.05 0.03 0.02 0.102
H -0.028068 -8.504156 0.184478 0.01 -0.08 0.00 0.090
H -2.023468 -7.124756 -0.451322 -0.10 0.07 -0.06 0.107
H -2.080368 -4.704256 0.133978 -0.03 0.29 0.03 0.096